(1)
Below is C26H44N7OW as an isolated structure in a non-equilibrium geometry, with properties calculated with ωB97M-V with the def2-TZVPD basis set.

HOMO (spin up / spin down) = -16.3 / -16.3 eV
calculated total energy = -41951.548 eV
total charge = +3
lowest unoccupied orbital energy (spin up / spin down) = -9.29 / -9.29 eV

Each line ends with the Mulliken charge.
Positions of all 79 atoms, in Å:
W1 -0.16402 -0.09470 -0.47709  2.418
C1 1.81115 0.35317 3.50182  -1.045
C2 0.60419 1.09294 4.06544  -0.797
N1 -0.34857 1.90258 1.72382  0.983
C3 -1.33009 2.85080 0.99260  -0.470
C4 -2.39657 2.13739 0.15869  -1.178
N2 -1.87125 1.30731 -0.96229  -0.657
C5 -2.95905 0.76575 -1.83931  -0.440
C6 -3.87858 -0.24666 -1.18739  -1.199
C7 -3.23339 -1.27263 -0.26506  -0.626
N3 -1.80967 -1.65240 -0.55110  -0.875
C8 -1.49296 -2.80697 0.35716  -0.869
C9 -0.00985 -3.07529 0.45175  -0.865
N4 0.72818 -1.81365 0.73434  -1.074
C10 1.03945 -1.57172 2.17973  -0.961
H1 2.14509 -0.36880 4.25071  0.479
H2 2.64054 1.03898 3.32170  0.456
H3 0.91619 1.58565 4.99095  0.652
H4 -0.17743 0.39546 4.35689  0.413
H5 0.55365 2.00214 1.25274  -0.949
H6 -0.71462 3.51711 0.39251  0.152
H7 -1.83864 3.44705 1.74841  0.793
H8 -3.03294 2.93326 -0.24209  0.603
H9 -3.02959 1.51822 0.79192  0.543
H10 -1.38550 1.96957 -1.56204  -0.518
H11 -2.44099 0.31118 -2.67981  0.145
H12 -3.55589 1.59235 -2.23306  0.533
H13 -4.40813 -0.74799 -1.99925  0.455
H14 -4.65587 0.25454 -0.60804  0.367
H15 -3.83351 -2.18497 -0.26853  0.653
H16 -3.25097 -0.89859 0.75650  0.294
H17 -1.79227 -2.03304 -1.49757  0.375
H18 -2.02170 -3.70008 0.01922  0.615
H19 -1.90196 -2.57670 1.34192  0.514
H20 0.36962 -3.45431 -0.49712  0.342
H21 0.18770 -3.83733 1.20908  0.592
H22 1.64552 -1.93076 0.31653  -0.070
H23 1.78736 -2.30069 2.50909  0.630
H24 0.13368 -1.70511 2.77439  0.476
C11 -0.45214 1.35153 -3.86468  -1.640
C12 0.40016 0.82115 -2.73587  1.181
C13 0.79610 -0.53736 -2.75447  0.368
C14 0.23855 -1.46619 -3.80223  -1.719
C15 1.80159 -0.94443 -1.84711  1.521
C16 2.39744 -2.32814 -1.93800  -2.126
C17 2.37297 -0.00758 -0.93596  0.417
C18 3.61330 -0.38943 -0.15760  -1.963
C19 1.92171 1.33435 -0.88259  -0.151
C20 2.61219 2.29655 0.04907  -1.564
C21 0.95402 1.75341 -1.80426  0.968
C22 0.65575 3.22578 -1.97358  -1.901
H25 0.22225 1.76096 -4.62267  0.435
H26 -1.11381 2.16827 -3.58053  0.318
H27 -1.04935 0.59374 -4.35668  0.447
H28 -0.83124 -1.31871 -3.94342  0.499
H29 0.39200 -2.51255 -3.56755  0.422
H30 0.71247 -1.28061 -4.76918  0.361
H31 3.27786 -2.28790 -2.58522  0.420
H32 1.72414 -3.05947 -2.36759  0.392
H33 2.75170 -2.72232 -0.98420  0.506
H34 3.41856 -0.57545 0.89752  0.223
H35 4.33895 0.42036 -0.20917  0.525
H36 4.10247 -1.26206 -0.58026  0.382
H37 3.47402 2.75461 -0.44436  0.323
H38 2.98666 1.79357 0.93775  0.631
H39 1.98053 3.12610 0.36632  0.521
H40 -0.37865 3.45609 -2.23217  0.371
H41 1.25075 3.60008 -2.81153  0.464
H42 0.92510 3.82456 -1.11079  0.462
N5 -1.52345 -0.00440 2.30307  0.197
C23 -0.72221 0.48375 1.35014  -0.028
O1 1.55075 -0.26360 2.24043  0.209
C24 -0.04053 2.24318 3.22205  1.693
C25 -1.31591 2.60444 3.85699  -0.372
N6 -2.37674 2.78348 4.25513  -0.398
C26 0.87155 3.38996 3.11243  -0.467
N7 1.63634 4.21703 2.89867  -0.431
H43 -1.97389 -0.89045 2.15359  0.238
H44 -1.82030 0.47788 3.14151  0.379

Atoms 1-2, force components in eV/Å:
W 1.1 0.1 -0.9
C 0.0 0.0 0.0


(2)
Below is a 4-piece molecular cluster, C26H45BBrN3O14 overall, with properties calculated with ωB97M-V with the def2-TZVPD basis set.

HOMO = -9.3 eV
calculated total energy = -131547.660 eV
total charge = 0
lowest unoccupied orbital energy = -0.02 eV
SMILES string = CCOB(O)[C@](C#N)(CCCCN(C)C(C)=O)[C@](Br)(C#N)CCOC(C)=O.COC(=O)OC.COC(=O)OC.COC(=O)OC

Each line ends with the Mulliken charge.
Positions of all 90 atoms, in Å:
C1 1.98861 1.89433 4.45894  -1.305
C2 2.14461 2.06059 2.95244  0.123
O1 1.27038 3.10117 2.47051  -0.333
B1 0.60953 2.91129 1.28666  1.014
O2 1.13401 3.30391 0.08277  -0.660
C3 -0.84302 2.17693 1.20957  1.992
C4 -0.92455 1.31025 2.39621  -1.074
N1 -0.95038 0.63562 3.32252  -0.707
C5 -0.86916 1.24802 -0.04107  -1.384
C6 -2.02547 0.21856 -0.06944  -0.623
C7 -1.54979 -1.23906 -0.01857  1.086
C8 -2.43466 -2.26194 0.74693  -1.297
N2 -3.42818 -1.69245 1.66433  0.254
C9 -3.56730 -2.40029 2.94228  -1.054
C10 -4.58669 -1.28052 1.03081  0.941
C11 -5.69217 -0.73473 1.90418  -1.575
O3 -4.67523 -1.28304 -0.17972  -0.650
C12 -2.01852 3.24531 1.23692  1.024
Br1 -1.34913 4.88552 2.12113  -0.070
C13 -3.12888 2.78438 2.06950  -0.210
N3 -4.01776 2.37456 2.66155  -0.580
C14 -2.50715 3.66221 -0.16940  -1.106
C15 -3.73218 2.91972 -0.72839  -0.384
O4 -4.84588 3.80806 -0.84488  -0.486
C16 -5.76297 3.76898 0.18281  0.710
C17 -6.79575 2.68304 0.05847  -0.973
O5 -5.75220 4.59083 1.04156  -0.517
H1 1.34436 1.05313 4.71025  0.300
H2 1.50630 2.79393 4.84715  0.323
H3 2.95571 1.79660 4.95229  0.390
H4 1.89687 1.11963 2.44584  -0.094
H5 3.17464 2.32848 2.70226  0.470
H6 2.08532 3.16808 0.02402  0.277
H7 -0.81428 1.83708 -0.95159  0.612
H8 0.07768 0.69588 -0.01966  0.087
H9 -2.70945 0.42935 0.75177  -0.047
H10 -2.59337 0.36166 -0.98878  0.553
H11 -0.53544 -1.28113 0.38655  -0.818
H12 -1.46384 -1.59256 -1.04842  0.077
H13 -1.76923 -2.87386 1.35883  0.661
H14 -2.91778 -2.94116 0.04005  0.220
H15 -3.06119 -1.85932 3.74666  0.259
H16 -3.12790 -3.39598 2.86802  0.422
H17 -4.61035 -2.51855 3.22619  0.383
H18 -6.35878 -0.15255 1.27105  0.200
H19 -6.26834 -1.55159 2.34727  0.550
H20 -5.30122 -0.11727 2.71090  0.418
H21 -1.66611 3.60976 -0.85724  0.345
H22 -2.79259 4.71256 -0.13062  0.810
H23 -3.52918 2.57438 -1.74279  0.318
H24 -3.99924 2.03835 -0.13970  0.277
H25 -7.66680 3.10803 -0.44632  0.382
H26 -7.09119 2.35158 1.05277  0.253
H27 -6.44225 1.84269 -0.53892  0.304
C18 1.27592 -2.06945 2.52013  -0.346
O6 1.64050 -2.81931 1.35999  -0.201
C19 2.90331 -3.25031 1.32645  0.715
O7 3.72793 -3.07853 2.18564  -0.561
O8 3.08843 -3.88117 0.16979  -0.327
C20 4.41769 -4.37571 -0.03878  -0.567
H28 0.23931 -1.78692 2.36554  -0.132
H29 1.36441 -2.65874 3.43081  0.446
H30 1.88967 -1.17307 2.60687  0.176
H31 4.68353 -5.10367 0.72506  0.318
H32 5.13525 -3.55781 -0.03939  0.239
H33 4.40513 -4.84747 -1.01613  0.214
C21 -0.96553 0.48743 -5.82015  -0.704
O9 -0.83921 0.36862 -4.39841  -0.248
C22 0.28015 -0.23062 -3.99504  0.555
O10 1.15206 -0.65518 -4.70767  -0.581
O11 0.26915 -0.27772 -2.66222  0.098
C23 1.41849 -0.90177 -2.08053  -0.584
H34 -1.91369 0.98808 -5.98936  0.211
H35 -0.14931 1.08053 -6.22793  0.300
H36 -0.97207 -0.49583 -6.28618  0.295
H37 2.32518 -0.35778 -2.34086  0.404
H38 1.50472 -1.93797 -2.40119  0.327
H39 1.25954 -0.86928 -1.00657  -0.139
C24 8.27413 -0.75335 -0.82043  -0.595
O12 7.98472 -0.55499 -2.20834  -0.331
C25 7.30944 -1.55282 -2.77672  0.854
O13 6.94208 -2.55780 -2.22191  -0.547
O14 7.10838 -1.24960 -4.05619  -0.334
C26 6.37678 -2.23674 -4.79263  -0.574
H40 8.81969 0.13070 -0.50554  0.217
H41 7.35408 -0.85027 -0.24675  0.265
H42 8.88687 -1.64166 -0.68024  0.289
H43 5.38459 -2.37403 -4.36698  0.255
H44 6.91073 -3.18497 -4.79462  0.290
H45 6.29768 -1.84884 -5.80314  0.216

Atoms 1-2, force components in eV/Å:
C -0.2 0.3 0.0
C -0.1 -0.1 0.2


Question: Which of these has the highest total charge?
Answer: C26H44N7OW


Question: Look up the calculated total energy of the second one.
Answer: -131547.660 eV